# C28H68N2O7

7 unconnected molecules or ions with the total composition C28H68N2O7 (ωB97M-V/def2-TZVPD, the OMol25 dataset).

```
105
Properties=species:S:1:pos:R:3:mulliken_charge:R:1
C 1.28305 -4.19568 0.89703 -1.18
C 0.05896 -5.14840 0.69468 1.23
C 0.26629 -5.84783 -0.63664 -1.77
C -1.14274 -4.25919 0.68118 -0.40
C -2.44077 -4.96169 0.63533 -1.26
C -2.49354 -5.77021 2.00029 -1.03
C -1.35206 -6.78655 2.21758 1.19
C -1.25852 -6.91742 3.77912 -1.88
C -1.63473 -8.20269 1.63899 -1.75
N -0.10133 -6.13492 1.79142 0.60
O 0.97009 -6.62140 2.26985 -0.53
H 2.34621 -4.55984 1.09607 0.41
H 1.17439 -3.53201 1.80829 0.36
H 1.35889 -3.60529 -0.04786 0.15
H 1.21298 -6.40375 -0.60108 0.47
H 0.17582 -5.06226 -1.39428 0.27
H -0.47606 -6.65444 -0.88699 0.27
H -1.11997 -3.43161 1.37620 0.52
H -1.13706 -3.61914 -0.21030 -0.25
H -3.14398 -4.05103 0.53185 0.39
H -2.60989 -5.59485 -0.17539 0.39
H -2.58404 -4.89608 2.71512 0.34
H -3.46201 -6.32829 2.08402 0.43
H -1.22034 -5.95413 4.18486 0.46
H -0.40608 -7.50546 4.11569 0.55
H -2.03050 -7.45723 4.31964 0.39
H -1.71688 -8.03452 0.59098 0.39
H -2.56934 -8.66887 2.03635 0.40
H -0.92200 -8.93282 1.93050 0.34
H 0.74552 -7.05886 3.09241 0.41
C 0.41564 3.47850 2.12568 -2.26
C 0.49863 4.04089 0.73962 1.59
C 0.09816 3.00984 -0.29086 0.81
C 1.98111 4.49725 0.50876 -1.60
C 2.09579 5.41425 -0.66579 -0.13
C 1.10485 6.56657 -0.66178 -1.58
C -0.36691 6.30528 -0.48334 1.78
C -1.12700 7.58425 -0.01969 -1.96
C -1.12825 5.78003 -1.61959 -1.77
N -0.42097 5.24214 0.62719 0.60
O -1.40460 5.27425 1.40069 -0.60
H 0.47698 4.31638 2.80455 0.63
H 1.25723 2.84616 2.37024 0.30
H -0.50697 3.00272 2.46894 0.31
H 0.15025 3.52741 -1.24132 -0.45
H -0.83844 2.51068 -0.00489 -0.66
H 0.83297 2.19250 -0.44039 -0.31
H 2.33440 5.07482 1.28495 0.52
H 2.65365 3.65277 0.55692 0.46
H 3.01119 5.98808 -0.68539 0.58
H 1.94318 4.91319 -1.63320 -0.18
H 1.56859 7.11830 0.15239 0.34
H 1.15742 7.13996 -1.57046 0.42
H -2.19998 7.50701 -0.08128 0.41
H -0.95386 8.51846 -0.63054 0.34
H -0.86415 7.83351 0.97020 0.51
H -1.58107 6.55295 -2.16613 0.61
H -1.97714 5.19703 -1.34117 0.23
H -0.46136 5.22911 -2.26705 0.28
H -1.66613 4.37232 1.48077 0.26
C 0.41384 0.06316 1.53804 0.20
C 1.80028 -0.20316 1.05313 0.69
O 2.61691 0.75302 1.63526 -0.56
H -0.18802 -0.73105 1.14609 -0.31
H -0.04509 1.02111 1.23578 -0.68
H 0.22141 0.04946 2.62210 0.74
H 1.93489 -0.01953 -0.03441 -0.49
H 2.06457 -1.25639 1.24518 0.31
H 3.57439 0.64559 1.54802 0.31
C 2.50791 -1.62993 -4.08974 -1.05
C 3.24812 -1.36927 -2.78701 -0.23
O 2.88534 -2.24378 -1.72804 -0.53
H 2.62477 -0.79861 -4.72268 0.32
H 1.42401 -1.66302 -3.94688 0.21
H 2.97320 -2.53035 -4.57372 0.31
H 2.87373 -0.36007 -2.45239 -0.06
H 4.24361 -1.25893 -2.83573 0.69
H 3.56299 -2.22253 -0.97180 0.30
C -1.84338 -0.73290 -1.53158 -1.58
C -0.31596 -0.61210 -1.68334 0.80
O 0.23465 -1.81882 -1.15398 0.09
H -2.31053 0.11054 -2.01375 0.52
H -2.08790 -0.68983 -0.45398 0.12
H -2.25489 -1.57876 -2.09240 0.40
H 0.08572 0.24148 -1.14944 -0.37
H -0.06080 -0.51862 -2.72061 0.17
H 1.18455 -1.90610 -1.40114 0.00
C 1.10446 2.24396 -3.49469 0.01
C 2.33532 2.54812 -4.37696 -0.65
O 3.30850 2.89320 -3.36692 -0.52
H 0.65167 3.20404 -3.37776 0.09
H 1.33125 1.78916 -2.57013 -0.24
H 0.30853 1.70141 -4.05478 0.38
H 2.19935 3.40421 -5.03034 0.41
H 2.60635 1.71697 -4.96698 0.36
H 4.10307 3.23497 -3.72219 0.26
C -3.28444 2.06241 1.27641 -0.01
C -3.76233 2.22583 2.79577 -0.61
O -2.75691 2.53104 3.70622 -0.49
H -2.80132 2.94064 0.79341 -0.11
H -4.15405 1.73755 0.77552 0.49
H -2.56792 1.21085 1.26557 -0.17
H -4.10310 1.30293 3.11762 0.39
H -4.62493 2.91177 2.89004 0.40
H -3.11540 3.11020 4.43629 0.30
```

Output
* ΔE to the lowest compared entry with this formula, charge and spin: 620.34 kJ/mol
* energy: -1743.45658 a.u.
* total charge: 0
* E_LUMO: 0.013 Eh
* E_HOMO: -6.332 eV